(1)
A cluster of 2 separate species, C21H39N3O6 in total at a distorted geometry. Source: the OMol25 dataset; level of theory: ωB97M-V with the def2-TZVPD basis set.

```
69
Properties=species:S:1:pos:R:3:forces:R:3
O 0.006240 -3.585778 -4.274344 -0.31 -0.18 -0.42
O -0.402840 -2.304406 -0.978806 -0.19 0.03 -0.20
O 1.676199 2.696346 3.124582 -0.04 0.00 -0.13
O 0.996473 -0.810931 -0.072828 0.14 -0.75 0.03
O 0.087027 -2.418047 1.231057 -0.22 -0.07 0.02
O 3.632046 -1.630318 0.101770 -0.18 -0.05 0.10
N 3.929852 -3.618400 -1.065084 0.20 0.53 0.59
N -0.422940 -1.471885 -3.277162 0.16 -0.97 0.01
N -4.390753 1.925233 0.048772 -0.03 0.00 -0.02
C -2.564637 0.943263 1.400941 0.10 0.01 0.17
C 1.670632 1.713821 4.162272 -0.05 0.41 0.00
C -4.057603 1.016359 1.132057 0.08 -0.12 -0.11
C -5.810607 2.210708 -0.050568 -0.14 0.10 0.05
C -3.839295 0.292313 -1.850721 0.02 0.06 -0.06
C 3.315024 -2.344568 -0.809449 0.25 0.05 -0.20
C -0.130872 -1.222548 -1.907490 -0.52 0.60 0.63
C 5.174397 -3.375248 -1.836690 -0.38 -0.05 -0.47
C 2.735519 1.397945 1.295654 0.37 0.43 0.46
C 1.515884 2.155620 1.835972 -0.31 -0.70 -0.44
C 4.190960 -4.304364 0.210695 0.11 -0.59 -0.24
C -6.757310 1.057049 -0.403274 -0.04 0.04 -0.05
C 1.285039 -0.860861 -1.481914 0.29 0.34 -1.31
C 2.262758 -1.997702 -1.842283 -0.25 -0.23 0.22
C -3.699851 1.679563 -1.205545 0.16 -0.02 -0.08
C 0.201391 -1.905183 0.171360 0.39 0.29 0.21
C 3.015700 1.652228 -0.182924 -0.16 -0.65 -0.26
C -0.225606 -2.570188 -3.779193 0.45 0.35 0.53
C 1.697443 0.483225 -2.109217 -0.13 0.41 0.81
C 0.504478 1.966573 5.126905 0.22 -0.11 -0.23
C 1.774847 1.641400 -1.107779 0.18 0.18 -0.26
H -2.380017 0.327841 2.282645 0.02 -0.01 -0.01
H -2.011349 0.493744 0.573767 -0.02 -0.01 -0.02
H 0.049245 2.920595 4.866506 0.00 0.04 0.09
H -4.796649 0.161643 -2.352878 -0.03 -0.04 0.07
H -4.015767 2.446033 -1.917470 -0.08 -0.01 0.03
H -2.634897 1.869078 -1.044089 0.00 0.01 0.06
H -0.770816 -0.410721 -1.551911 -0.03 0.20 -0.40
H 0.864384 2.012138 6.153364 -0.15 -0.03 0.07
H -3.725508 -0.510301 -1.119760 0.01 0.00 0.01
H 2.646192 0.394326 -2.636894 0.04 -0.10 0.06
H 5.325223 -2.307962 -2.017313 0.05 0.01 0.08
H -6.687416 0.776611 -1.453865 0.04 -0.04 0.02
H -2.151909 1.935922 1.589345 -0.01 0.01 -0.05
H -4.559301 1.375891 2.034094 -0.04 0.04 -0.04
H 3.692982 0.861276 -0.517957 0.07 0.07 -0.03
H -0.252840 1.188457 5.041328 -0.06 0.03 0.09
H 0.837772 1.660420 -0.549878 0.05 0.08 0.08
H 0.671282 1.449244 1.828373 -0.13 0.14 0.08
H 6.043711 -3.737861 -1.292203 0.00 -0.07 -0.01
H 0.944834 0.751771 -2.854237 0.03 -0.12 -0.10
H -6.123209 2.629081 0.911233 0.05 -0.04 0.03
H 1.798376 2.556799 -1.702974 -0.15 0.01 0.01
H 3.401108 -4.097021 0.928369 0.03 0.11 0.00
H 2.645741 0.332725 1.498410 -0.07 -0.04 -0.15
H 4.183478 -5.381002 0.028435 0.03 0.02 -0.04
H -3.060578 0.160841 -2.606581 -0.01 0.00 -0.01
H 1.234531 2.945971 1.137766 0.14 0.36 0.33
H 5.116409 -3.853552 -2.814690 0.12 -0.16 0.06
H 3.558554 2.586518 -0.332169 -0.12 0.11 0.19
H -5.945390 3.017351 -0.776559 0.05 -0.02 -0.04
H -7.789334 1.362353 -0.220227 0.00 0.01 0.01
H 2.623262 1.816420 4.684442 0.02 -0.18 0.03
H 3.602316 1.733886 1.874053 0.01 0.04 -0.05
H 1.722853 -2.926912 -2.034990 0.05 -0.03 0.05
H -4.430725 -0.006073 0.959441 -0.01 0.01 0.02
H -6.565829 0.171316 0.203323 0.01 0.00 0.00
H 5.165364 -4.058415 0.639400 -0.10 0.24 0.13
H 1.607860 0.715688 3.724860 0.10 -0.04 0.05
H 2.796464 -1.775337 -2.769273 -0.07 0.07 -0.05
```
Positions in Å, forces in eV/Å.

Summary:
E_HOMO	-8.2	eV
gap between HOMO and LUMO	8.63	eV
structure (SMILES)	CCOCCCCC[C@@]1(CC(=O)N(C)C)OC(=O)O[C@@H]1N=C=O.CCN(CC)CC
lowest unoccupied orbital energy	0.016	Ha



(2)
A cluster of 10 separate species, C21H39N5O26S5 in total at a distorted geometry. Source: the OMol25 dataset; level of theory: ωB97M-V with the def2-TZVPD basis set.

```
96
Properties=species:S:1:pos:R:3:forces:R:3
S 4.147050 -3.346454 0.099472 -2.65 0.84 1.61
S -4.032210 -2.900764 4.361712 0.65 -0.76 -0.80
S 4.074900 3.038536 -2.403198 -0.75 -1.05 0.29
S -4.591380 3.115866 -1.044328 0.99 0.89 -0.04
S -1.371890 0.157636 0.722802 1.34 0.73 0.55
O 4.419140 -2.635564 -1.145278 -0.15 -1.61 2.30
O -3.770040 4.139716 -1.712468 -2.17 -2.06 1.20
O 2.388880 0.688696 4.078252 -0.14 0.16 -0.07
O -5.123720 -4.069474 3.913682 -0.37 1.22 4.55
O -6.263010 3.392496 -1.288238 1.77 -0.17 -0.43
O -0.428700 0.453886 -0.578098 -2.49 -1.76 -1.74
O 3.431020 1.714586 -2.571048 2.17 3.13 -0.07
O -4.469720 -1.550574 4.036382 0.29 -2.26 0.19
O 3.862240 -4.947114 -0.229558 -0.08 1.72 -0.96
O 4.129030 0.943996 0.517172 -0.33 -0.19 0.24
O 3.084800 -2.767064 1.034872 3.98 -2.31 -3.22
O -3.102700 -3.544964 3.181012 1.85 0.14 1.38
O -0.949460 4.691886 0.147422 -0.17 1.38 -0.29
O -3.413830 -3.111204 5.672312 -1.59 -0.25 -2.94
O 5.782650 2.934236 -2.550468 -2.31 -0.16 0.57
O -2.146940 1.380116 0.956982 1.51 -2.45 -0.07
O -0.355370 6.750646 0.401712 -0.38 0.41 -0.44
O 0.004250 0.006766 1.634072 -2.00 0.26 -0.20
O 3.956610 3.903486 -3.800388 -3.83 -2.32 2.65
O -4.692090 3.498616 0.537702 2.93 -0.44 -2.59
O 6.023690 1.425006 1.297152 2.71 1.52 2.38
O 2.333750 2.861106 4.447662 1.43 -2.85 -0.90
O 5.514260 -3.732074 0.911772 -0.94 0.97 -0.20
O -4.182020 1.725026 -1.175988 -1.64 2.21 -0.14
O -2.043970 -1.138764 0.741472 1.39 2.52 -0.54
O 3.625730 3.801956 -1.239088 1.52 -1.03 -2.50
N -0.849850 5.860866 -0.249918 -0.01 -2.15 0.16
N 5.344320 0.810316 0.574902 -3.56 -0.98 -1.72
N 2.917320 1.768746 4.154272 -0.86 2.78 1.00
N -5.449860 -1.303594 -0.550268 0.51 -1.33 -1.72
N 1.172330 -2.527244 -1.951748 -1.92 -0.03 -0.43
C -5.327680 -4.157504 2.543142 1.48 -0.26 0.06
C -6.758000 4.279146 -0.211708 0.05 -0.69 -1.61
C 0.015890 -1.988514 -2.476878 1.52 2.97 -0.26
C 0.787270 1.114566 -0.369308 -0.64 1.54 1.90
C 4.409270 1.832656 3.983012 -0.50 -0.11 0.09
C -6.292810 -3.385074 -0.669868 0.11 0.83 0.56
C -1.240820 6.050366 -1.694948 1.06 -0.60 -0.53
C 5.055580 4.424196 -4.333578 3.14 1.27 -0.45
C -4.507550 -2.140234 -1.165178 0.54 0.64 0.49
C 5.364610 -5.004814 1.582242 0.34 -1.22 -1.02
C 1.170340 0.570646 1.007342 0.66 -0.71 0.35
C -6.557040 -2.060354 -0.360498 -0.98 -0.91 0.51
C 4.095410 -5.651754 0.956492 -1.05 -0.02 2.30
C -5.975120 3.706436 0.885152 -2.00 0.33 4.45
C 5.926020 -0.067324 -0.445798 0.21 0.48 -0.06
C -4.930500 -3.450754 -1.110528 -1.23 0.71 -0.08
C 6.280810 3.869586 -3.484738 -0.35 0.82 -1.35
C -0.373080 -4.134944 -2.231828 -0.17 0.01 -0.40
C 0.896790 -3.852284 -1.788898 1.07 -0.82 0.24
C -0.918050 -2.908774 -2.720068 -0.29 -0.92 0.40
C -3.854210 -3.813214 2.015932 -2.75 2.86 -0.62
H -3.981030 -2.797284 1.641912 0.04 -0.18 -1.01
H -0.940460 -5.051494 -2.298278 0.55 -0.25 0.27
H 5.011100 5.511746 -4.275718 0.15 0.12 0.13
H -7.835660 4.144116 -0.119498 0.16 -0.35 -0.06
H -3.457610 -4.410364 1.194822 0.56 -0.36 0.96
H 4.798670 2.001716 4.986952 0.05 -0.06 -0.11
H 1.840220 -0.258084 0.778062 0.07 -0.17 0.59
H 4.692220 0.857386 3.586922 0.16 0.35 0.03
H 6.719900 0.617276 -0.744418 0.39 -0.88 -0.76
H 6.791230 4.703806 -3.003448 -0.05 -0.22 0.27
H 1.560020 0.942306 -1.118498 -0.45 -0.43 -0.11
H 2.027060 -2.042294 -1.718628 -0.32 -0.18 -0.03
H 4.660990 2.673816 3.337102 -0.13 -0.26 0.04
H -6.119660 -3.430504 2.363362 0.21 -0.29 -1.17
H 6.257270 -0.997204 0.016462 0.20 0.25 -0.09
H -6.368590 2.789236 1.323352 -0.57 -0.45 -0.70
H 0.518920 2.170896 -0.353028 0.46 0.28 0.04
H -0.642300 6.867376 -2.097898 -0.63 0.29 0.20
H 3.204900 -5.553064 1.577262 0.02 0.62 0.39
H -6.589160 5.324926 -0.468468 0.44 -0.06 0.05
H 5.127060 -0.229474 -1.169308 0.51 -0.05 -0.05
H -5.943590 4.303066 1.796832 -0.02 0.69 -0.17
H 1.746950 -4.422004 -1.443868 -0.53 -0.63 0.09
H -4.453230 -4.392584 -1.337628 0.35 0.41 -0.42
H -7.483350 -1.623164 -0.018108 0.10 -0.01 0.12
H -3.668440 -1.685344 -1.670518 0.29 -0.19 0.55
H 4.090790 -6.738244 0.869252 0.85 0.14 -0.93
H -2.303900 5.998816 -1.930098 0.02 0.65 0.75
H 5.102660 4.176176 -5.393948 0.19 -0.33 0.05
H -5.442860 -0.293634 -0.555258 0.30 -0.19 -0.11
H -6.996640 -4.198014 -0.569078 0.09 0.03 0.05
H -0.877290 5.142926 -2.177128 0.15 -0.03 0.15
H 6.193760 -5.631354 1.253512 0.30 0.34 -0.13
H -1.882130 -2.717854 -3.167838 0.05 -0.14 0.16
H -5.587930 -5.209864 2.429542 -0.34 0.24 -0.57
H 1.605900 1.213426 1.772342 0.06 0.28 -0.63
H 5.465810 -4.949534 2.666122 -0.70 0.45 -0.12
H -0.037690 -0.918144 -2.610458 -0.02 -0.08 -0.16
H 6.953730 3.389066 -4.194938 0.10 -0.30 0.42
```
Positions in Å, forces in eV/Å.

Summary:
E_HOMO	-7.7	eV
gap between HOMO and LUMO	7.79	eV
structure (SMILES)	C[N+](=O)[O-].C[N+](=O)[O-].C[N+](=O)[O-].O=S1(=O)OCCO1.O=S1(=O)OCCO1.O=S1(=O)OCCO1.O=S1(=O)OCCO1.O=S1(=O)OCCO1.c1cc[nH]c1.c1cc[nH]c1
lowest unoccupied orbital energy	0.003	Ha



(3)
An isolated molecule of C21H39N5O5S at a distorted geometry. Source: the OMol25 dataset; level of theory: ωB97M-V with the def2-TZVPD basis set.

```
71
Properties=species:S:1:pos:R:3:forces:R:3
S 0.846268 -0.035125 0.457311 0.70 -0.11 0.53
O -0.405163 -0.236529 1.122958 -0.14 -0.24 0.13
O 2.970530 1.438812 5.981900 -0.15 -0.07 0.33
O 3.052185 3.431486 4.926585 0.01 0.00 -0.28
O 0.861826 0.872013 -0.653831 0.13 0.13 -0.10
O -0.550287 -4.534793 -2.203249 0.22 -0.41 0.12
N 2.021600 0.489782 1.527247 -0.53 -0.36 -0.73
N 1.490272 -1.527702 0.116289 -0.41 0.87 0.41
N -3.650492 -0.731522 -2.854403 -0.16 0.28 -0.09
N 3.352830 1.539703 3.750108 0.01 0.08 -0.11
N -1.942189 -2.864864 -2.819897 -0.27 0.16 -0.11
C -3.029889 -3.693011 -3.286481 -0.10 -0.28 0.05
C -2.536424 1.742357 -1.820169 0.17 -0.21 0.02
C -4.591818 -1.699141 -3.406988 -0.20 -0.24 0.12
C -2.186462 1.190080 -3.197432 -0.30 0.18 -0.02
C 3.095830 2.083086 4.967369 0.22 0.06 0.08
C 2.870703 4.071764 6.190556 -0.06 0.15 0.49
C 3.320297 2.280046 2.509603 -0.25 0.13 -0.21
C 1.995782 -0.239315 2.779970 0.17 -0.34 0.53
C -4.367586 -3.105588 -2.838910 0.18 0.17 -0.27
C 2.705910 -1.476940 -0.672795 0.54 0.30 -0.42
C -4.077218 -0.218646 -1.561181 0.15 -0.02 0.32
C 1.438496 -2.316956 -2.664558 -0.06 0.24 -0.02
C 2.431989 -1.272234 -2.162661 -0.02 -0.20 0.03
C 0.159647 -2.266122 -1.822110 0.12 -0.54 0.03
C -0.812675 -3.348986 -2.288510 0.18 0.60 0.00
C 3.000999 5.569380 5.985879 -0.01 -0.46 -0.15
C 3.253901 0.106686 3.578895 -0.22 -0.23 0.07
C 0.525748 -2.501914 -0.354445 -0.68 -0.20 -0.08
C 2.049718 1.925330 1.733172 0.12 0.55 -0.20
C -2.967000 0.598527 -0.908806 -0.22 0.13 -0.11
C -3.347522 0.369474 -3.754045 0.28 0.10 -0.14
H -1.955766 2.003207 -3.887890 0.06 -0.02 -0.04
H 3.300706 -0.656308 -0.269891 0.21 -0.17 -0.08
H 3.219703 -0.349840 4.568623 0.03 -0.01 -0.17
H 2.252412 5.917527 5.279302 -0.08 0.10 -0.04
H 1.882248 3.808669 6.583716 0.17 0.00 -0.03
H -2.190377 -1.874000 -2.775133 0.24 -0.11 0.13
H -4.980084 0.409719 -1.675077 0.00 -0.08 -0.02
H 1.964637 -1.300503 2.535370 0.04 -0.02 0.21
H 3.236195 -2.420826 -0.510457 0.00 0.06 0.05
H 3.624538 3.696257 6.890875 -0.15 0.04 -0.10
H 4.196053 1.994568 1.917785 -0.03 0.08 -0.03
H 2.859871 6.079563 6.934059 -0.01 0.07 0.09
H -0.294758 -1.274603 -1.908815 -0.07 -0.03 -0.07
H -2.109078 -0.040325 -0.696575 -0.02 -0.06 0.03
H 1.198214 -2.132844 -3.713766 0.02 -0.07 -0.03
H 1.097745 0.018838 3.357854 0.08 -0.03 0.02
H 3.369665 -1.341977 -2.716319 0.03 0.04 0.01
H 0.952172 -3.502326 -0.237969 -0.01 0.09 0.02
H -4.334634 -1.062288 -0.917889 -0.07 0.03 -0.01
H -5.173804 -3.754499 -3.183940 -0.04 -0.02 0.04
H -2.885459 -4.700961 -2.887870 -0.02 0.10 -0.11
H -4.225313 1.024969 -3.896538 0.00 -0.04 -0.04
H -5.634035 -1.389603 -3.223259 0.06 0.06 -0.08
H -1.668880 2.244686 -1.391535 -0.03 0.11 0.01
H -4.446397 -1.739076 -4.490024 -0.03 0.03 0.00
H -3.072273 -0.044315 -4.728518 -0.08 0.02 0.03
H 4.138649 -0.241012 3.037194 -0.02 -0.04 0.04
H 3.986170 5.809978 5.595425 0.09 0.08 -0.01
H 2.039532 2.393749 0.749322 0.05 0.15 0.12
H -3.002089 -3.751251 -4.382479 -0.05 -0.10 0.06
H 1.165702 2.256521 2.297872 0.06 0.04 -0.01
H -1.301642 0.556693 -3.113173 0.09 -0.05 -0.07
H -3.349526 2.467652 -1.913147 -0.01 0.07 0.01
H 2.014313 -0.274588 -2.304140 0.12 -0.02 -0.09
H -3.322775 0.988823 0.045464 0.03 -0.04 0.07
H 3.353880 3.346471 2.723813 0.02 -0.12 -0.12
H -0.351936 -2.408838 0.286148 0.00 -0.25 -0.06
H -4.399044 -3.077606 -1.749480 -0.06 -0.05 0.07
H 1.865661 -3.319441 -2.586309 -0.03 -0.06 -0.04
```
Positions in Å, forces in eV/Å.

Summary:
E_HOMO	-8.8	eV
gap between HOMO and LUMO	9.52	eV
structure (SMILES)	CCOC(=O)N1CCN(S(=O)(=O)N2CCC[C@@H](C(=O)NCCCN3CCCCC3)C2)CC1
lowest unoccupied orbital energy	0.025	Ha



| no. | E (a.u.) |
| --- | --- |
| 1 | -1439.2295 |
| 2 | -5043.9268 |
| 3 | -1871.8246 |